46
Properties=species:S:1:pos:R:3 method="wB97M-V/def2-TZVPD" smiles="CC(=O)C1=C(O)C(=O)N(CCCn2ccnc2)[C@@H]1c1ccc(C)cc1" charge=0 orbital_gap_ev=8.586 lumo_ev=-0.09
C 0.4687 -4.0742 3.1155
C 1.2144 -3.1226 2.2206
O 2.1244 -3.4634 1.4945
C 0.7695 -1.7291 2.2863
C -0.1917 -1.1501 3.0365
O -1.0268 -1.6449 3.9476
H -1.5550 -0.8951 4.2827
C -0.2370 0.3105 2.7455
O -0.9929 1.0912 3.2977
N 0.6959 0.5444 1.8049
C 1.0581 1.8513 1.3059
C -0.1285 2.6042 0.7039
H 0.1983 3.6121 0.4416
H -0.9157 2.6857 1.4548
C -0.6814 1.9082 -0.5436
N -1.7537 2.6619 -1.1297
C -3.0751 2.5575 -0.8529
N -3.7887 3.4242 -1.5147
C -2.9019 4.1381 -2.2553
C -1.6351 3.6850 -2.0286
H -0.6866 3.9847 -2.4250
H -3.2316 4.9264 -2.9016
H -3.4689 1.8330 -0.1682
H -1.0590 0.9175 -0.2786
H 0.1129 1.7831 -1.2872
H 1.8366 1.7110 0.5527
H 1.4656 2.4455 2.1323
C 1.3936 -0.6702 1.4103
C 1.2149 -0.9525 -0.0638
C 2.2457 -0.7167 -0.9603
C 2.0591 -0.9289 -2.3148
C 0.8412 -1.3802 -2.8046
C -0.1865 -1.6228 -1.8997
C -0.0042 -1.4122 -0.5471
H -0.8118 -1.6131 0.1429
H -1.1389 -1.9825 -2.2614
C 0.6377 -1.6273 -4.2670
H -0.3465 -1.2870 -4.5826
H 0.7037 -2.6954 -4.4744
H 1.3950 -1.1192 -4.8585
H 2.8741 -0.7434 -2.9994
H 3.2058 -0.3760 -0.5995
H 2.4652 -0.5745 1.6277
H -0.5879 -4.0686 2.8580
H 0.5536 -3.7484 4.1497
H 0.8714 -5.0772 3.0070

***

48
Properties=species:S:1:pos:R:3 method="wB97M-V/def2-TZVPD" smiles="COc1ccc(OC)c(Cc2nnc(CCC(=O)NCc3ccsc3)o2)c1" charge=0 orbital_gap_ev=8.764 lumo_ev=0.61
C -6.2802 -2.0733 1.4213
H -6.2642 -2.7120 0.5319
O -5.0124 -1.5282 1.6907
C -4.4466 -0.7111 0.7572
C -5.0147 -0.3709 -0.4613
C -4.3422 0.4703 -1.3362
C -3.0955 0.9861 -1.0170
C -2.5216 0.6513 0.2187
C -3.1933 -0.1898 1.0809
H -2.7507 -0.4573 2.0276
C -1.1538 1.1726 0.5885
C -0.1745 0.0681 0.4796
N 0.4807 -0.4972 1.4368
N 1.2184 -1.4850 0.8819
C 0.9783 -1.4761 -0.3889
O 0.0947 -0.5098 -0.7156
C 1.5496 -2.3681 -1.4269
H 1.7138 -1.7814 -2.3343
H 0.8154 -3.1454 -1.6612
C 2.8635 -3.0139 -0.9708
C 3.9114 -1.9194 -0.7941
O 4.5896 -1.5151 -1.7166
N 4.0002 -1.4496 0.4690
H 3.2576 -1.7062 1.1104
C 4.6626 -0.1890 0.7529
C 3.6656 0.9309 0.6860
C 3.1481 1.5905 1.7554
S 1.9647 2.7494 1.2996
C 2.1507 2.3284 -0.3600
C 3.0801 1.3598 -0.5364
H 3.3576 0.9498 -1.4913
H 1.5646 2.8339 -1.1019
H 3.3907 1.4671 2.7917
H 5.1214 -0.2412 1.7425
H 5.4346 -0.0548 -0.0094
H 2.7079 -3.5558 -0.0393
H 3.2054 -3.6996 -1.7460
H -0.8784 1.9751 -0.0955
H -1.1354 1.5328 1.6164
O -2.3670 1.8170 -1.8242
C -2.9178 2.2032 -3.0581
H -3.8580 2.7488 -2.9266
H -3.0846 1.3418 -3.7129
H -2.1814 2.8626 -3.5152
H -4.8142 0.7109 -2.2754
H -5.9811 -0.7488 -0.7542
H -6.5320 -2.6769 2.2918
H -7.0360 -1.2913 1.2934

***

44
Properties=species:S:1:pos:R:3 method="wB97M-V/def2-TZVPD" smiles="Cc1ccc(C)c(NC(=S)NCCc2c[nH]c3ccccc23)c1" charge=0 orbital_gap_ev=8.312 lumo_ev=0.75
C 4.0892 1.7175 -1.4087
C 3.3297 0.8324 -0.4673
C 2.1712 1.2800 0.1492
C 1.4495 0.4595 1.0129
C 1.9274 -0.8216 1.3214
C 3.0874 -1.2555 0.7003
C 3.7734 -0.4547 -0.1944
H 4.6705 -0.8232 -0.6696
H 3.4603 -2.2454 0.9205
C 1.2062 -1.6928 2.3044
H 0.1556 -1.7933 2.0349
H 1.2672 -1.2723 3.3097
H 1.6513 -2.6838 2.3270
N 0.2763 0.9011 1.6312
C -0.7401 1.6637 1.1505
N -0.6668 2.1205 -0.1158
H -0.0003 1.6506 -0.7149
C -1.7963 2.7072 -0.7949
H -2.4993 3.0374 -0.0273
H -1.4506 3.5757 -1.3646
C -2.4773 1.6929 -1.7298
C -2.8052 0.4472 -0.9749
C -3.9136 0.2145 -0.2146
N -3.8166 -1.0007 0.4019
C -2.6280 -1.5764 0.0661
C -2.0763 -2.7959 0.4372
C -0.8383 -3.1210 -0.0748
C -0.1594 -2.2559 -0.9376
C -0.7021 -1.0480 -1.3113
C -1.9542 -0.6889 -0.8104
H -0.1672 -0.3979 -1.9901
H 0.8114 -2.5444 -1.3128
H -0.3803 -4.0614 0.1940
H -2.6015 -3.4638 1.1046
H -4.4893 -1.3789 1.0464
H -4.7728 0.8394 -0.0651
H -1.8085 1.4558 -2.5606
H -3.3837 2.1453 -2.1340
S -1.9891 2.0067 2.1840
H 0.0825 0.5178 2.5464
H 1.8508 2.2995 -0.0080
H 3.9739 1.3641 -2.4336
H 3.7316 2.7427 -1.3560
H 5.1514 1.7044 -1.1717

***

45
Properties=species:S:1:pos:R:3 method="wB97M-V/def2-TZVPD" charge=+4 orbital_gap_ev=6.425 lumo_ev=-15.45
Zr -0.6381 0.3746 0.5281
C -3.3364 -0.2647 1.2425
C -2.8340 -1.5649 0.6728
C -3.5679 -2.7189 0.4982
C -2.9322 -3.8277 -0.0579
C -1.5761 -3.7812 -0.4155
C -0.8886 -2.6128 -0.2016
N -1.5272 -1.5313 0.3182
C 0.5424 -2.3246 -0.4177
C 1.4807 -3.1940 -0.9246
C 2.8144 -2.7842 -0.9798
C 3.1833 -1.5325 -0.4918
C 2.2060 -0.6982 0.0091
N 0.8916 -1.0668 -0.0039
C 2.4345 0.6079 0.6555
C 3.6393 1.2028 0.9212
C 3.6459 2.4195 1.6221
C 2.4556 2.9985 2.0414
C 1.2649 2.3606 1.7434
C -0.0797 2.8970 2.1491
N 1.2644 1.1942 1.0571
H -4.2329 -0.3899 1.8555
H -3.6009 0.4678 0.4684
H -2.6318 0.1695 1.9963
H -4.6085 -2.7654 0.7951
H -3.4902 -4.7462 -0.2037
H -1.0954 -4.6570 -0.8308
H 1.1994 -4.1840 -1.2586
H 3.5695 -3.4534 -1.3769
H 4.2228 -1.2329 -0.4914
H 4.5738 0.7501 0.6180
H 4.5902 2.9012 1.8501
H 2.4562 3.9244 2.6040
H -0.1009 3.1811 3.2043
H -0.9162 2.1512 2.0936
H -0.3810 3.7673 1.5621
C -1.3062 3.2262 -1.8826
S -1.3236 1.4106 -1.6929
C -0.4550 0.7573 -3.1646
H -1.8234 3.4160 -2.8245
H -0.2836 3.5932 -1.9098
H -1.8868 3.6580 -1.0692
H 0.3875 1.4094 -3.3851
H -1.1810 0.7488 -3.9767
H -0.1250 -0.2564 -2.9465

***

49
Properties=species:S:1:pos:R:3 method="wB97M-V/def2-TZVPD" smiles="COc1cc(-c2nnn(CC(=O)NCc3ccccc3)n2)cc(OC)c1OC" charge=0 orbital_gap_ev=8.917 lumo_ev=0.58
C -5.2986 -2.4770 -0.7636
H -4.6976 -2.9177 -1.5643
O -5.0227 -1.1056 -0.6051
C -3.7544 -0.7321 -0.2611
C -2.7228 -1.6359 -0.0809
C -1.4429 -1.1794 0.2216
C -1.2018 0.1771 0.3464
C -2.2312 1.1028 0.1876
C -3.5277 0.6545 -0.1130
O -4.5191 1.5860 -0.3088
C -5.7996 1.3469 0.2423
H -6.2568 2.3310 0.3537
H -5.7304 0.8654 1.2208
H -6.4134 0.7324 -0.4182
O -1.8231 2.3923 0.3305
C -2.7383 3.4632 0.4121
H -2.1208 4.3451 0.5845
H -3.3045 3.5856 -0.5126
H -3.4304 3.3395 1.2487
H -0.2175 0.5445 0.5853
C -0.3746 -2.1371 0.3861
N 0.8928 -1.8298 0.6606
N 1.4786 -3.0128 0.6898
N 0.6436 -3.9923 0.4562
N -0.5154 -3.4746 0.2659
C 2.8731 -3.1941 0.9261
H 3.1329 -2.8006 1.9150
H 3.0821 -4.2644 0.8936
C 3.7789 -2.4749 -0.1040
O 4.8235 -2.9696 -0.4620
N 3.3034 -1.2900 -0.4989
H 2.4222 -0.9597 -0.1162
C 4.0151 -0.4025 -1.3985
C 4.2267 0.9322 -0.7334
C 3.1554 1.8048 -0.5811
C 3.3242 3.0148 0.0675
C 4.5668 3.3643 0.5695
C 5.6373 2.4987 0.4238
C 5.4668 1.2854 -0.2208
H 6.3004 0.6068 -0.3283
H 6.6073 2.7670 0.8156
H 4.7005 4.3101 1.0734
H 2.4852 3.6854 0.1793
H 2.1854 1.5379 -0.9772
H 4.9658 -0.8835 -1.6376
H 3.4307 -0.2806 -2.3181
H -2.8705 -2.6969 -0.1852
H -5.1319 -3.0315 0.1648
H -6.3527 -2.5310 -1.0322

***

52
Properties=species:S:1:pos:R:3 method="wB97M-V/def2-TZVPD" charge=+1 orbital_gap_ev="6.864 / 6.559" lumo_ev="-3.85 / -4.28" multiplicity=2
Ti 0.2822 0.0724 0.5227
C 4.3172 0.5650 4.4111
S 4.5408 0.2149 2.6528
C 2.9308 -0.1109 2.1263
S 2.7458 -0.3876 0.4200
N 1.9730 -0.1806 3.0241
N 0.7374 -0.3213 2.4719
C -0.2470 -0.6580 3.2376
C -1.5418 -0.7663 2.5911
C -2.6780 -1.2582 3.2242
C -3.8620 -1.3296 2.5191
C -3.8912 -0.8991 1.1963
C -2.7291 -0.4260 0.6278
N -1.5701 -0.3656 1.2988
H 5.3084 0.5379 4.8571
H 3.6803 -0.1901 4.8593
H 3.8796 1.5530 4.5286
H -0.1101 -0.8141 4.3018
H -2.6127 -1.5820 4.2539
H -4.7598 -1.7070 2.9891
H -4.8060 -0.9194 0.6225
H -2.7101 -0.0550 -0.3893
C 0.0728 3.9262 -4.2806
C 1.0175 4.0181 -3.0893
N 0.3450 3.7669 -1.8157
C 0.0004 2.5503 -1.3937
S -0.8906 2.4624 0.1425
N 0.2966 1.5045 -2.1215
N 0.1049 0.3164 -1.4766
C -0.2930 -0.7160 -2.1453
C -0.6735 -0.6666 -3.5831
C -0.2844 -1.9867 -1.3880
C -0.6593 -3.1963 -1.9509
C -0.5444 -4.3538 -1.1977
C -0.0259 -4.2747 0.0843
C 0.3167 -3.0319 0.5853
N 0.1619 -1.9097 -0.1152
H 0.6213 4.0852 -5.2085
H -0.3916 2.9420 -4.3195
H -0.7111 4.6807 -4.2112
H 1.8275 3.2958 -3.1831
H 1.4522 5.0138 -3.0218
H -0.0045 4.5453 -1.2829
H -0.6952 0.3642 -3.9216
H 0.0527 -1.2176 -4.1850
H -1.6536 -1.1197 -3.7410
H -1.0254 -3.2289 -2.9669
H -0.8376 -5.3091 -1.6112
H 0.1077 -5.1581 0.6914
H 0.7392 -2.9221 1.5762
O 1.6398 2.7576 1.6221
C 1.0562 1.8896 1.1616

***

46
Properties=species:S:1:pos:R:3 method="wB97M-V/def2-TZVPD" smiles="COc1cccc(C(=O)OCC(=O)NCCc2ccccc2)c1OC" charge=0 orbital_gap_ev=8.462 lumo_ev=-0.21
C -5.0724 -2.3659 0.3045
H -4.8109 -3.4363 0.0267
O -3.7207 -1.6661 -0.0538
C -3.7030 -0.4314 0.1113
C -4.8008 0.2216 0.3680
C -4.7454 1.6846 0.7063
C -3.5641 2.2286 0.5677
C -2.3967 1.6012 -0.0974
C -2.5472 0.2110 -0.2023
O -1.3366 -0.5296 -0.4935
C -1.3581 -1.6952 -0.4457
H -0.3617 -2.0299 -0.7898
H -1.5326 -2.4823 0.4031
H -1.9168 -2.2604 -1.1865
C -1.1398 2.3336 -0.3471
O -1.1478 3.5224 -0.0240
O -0.0280 1.4383 -0.4745
C 1.1052 2.2468 -0.7156
H 1.6610 2.8218 0.0658
H 0.9179 3.1888 -1.3550
C 2.1371 1.3661 -1.5051
O 3.2004 1.8407 -1.4580
N 1.7059 0.2673 -1.6842
H 0.7062 -0.0172 -1.2756
C 2.5996 -0.7580 -2.3230
H 2.2547 -1.4882 -2.9106
H 3.5458 -0.6529 -2.4148
C 2.9151 -1.6744 -0.8989
C 3.2642 -1.0350 0.4017
C 2.4584 -0.4963 1.2508
C 2.8514 0.4948 2.1458
C 4.1503 0.6688 2.2083
C 5.1358 0.1958 1.4752
C 4.6652 -0.8107 0.4160
H 5.3767 -1.1579 -0.2500
H 6.1942 0.5999 1.5935
H 4.5336 1.3624 2.9521
H 2.1122 0.8228 3.1438
H 1.3550 -0.6437 1.0918
H 1.8502 -2.2454 -0.5023
H 3.7187 -2.6443 -0.9852
H -3.4680 3.4937 0.7235
H -5.6372 2.3243 0.9808
H -5.8368 -0.1895 0.7388
H -6.0036 -1.9304 -0.5280
H -5.2866 -2.2941 1.2454

***

46
Properties=species:S:1:pos:R:3 method="wB97M-V/def2-TZVPD" smiles="COc1ccc(NC(=O)CC[C@@H]2COc3ccccc3O2)c(OC)c1" charge=0 orbital_gap_ev=8.526 lumo_ev=0.60
C -3.4268 -6.0409 0.1448
H -3.9039 -6.9100 -0.3055
O -2.2969 -5.7727 -0.6502
C -1.5025 -4.7190 -0.3090
C -1.7103 -3.8732 0.7691
C -0.8261 -2.8328 1.0113
C 0.2674 -2.6223 0.1917
C 0.4804 -3.4815 -0.9056
C -0.4004 -4.5155 -1.1450
H -0.2743 -5.1949 -1.9710
O 1.5859 -3.2045 -1.6701
C 1.8645 -4.0446 -2.7646
H 1.0589 -4.0182 -3.5043
H 2.7777 -3.6535 -3.2108
H 2.0306 -5.0769 -2.4428
N 1.1967 -1.5903 0.3754
C 1.2715 -0.6774 1.3735
O 0.5111 -0.6188 2.3177
C 2.4198 0.3046 1.1794
C 2.1266 1.3296 0.0790
C 1.2248 2.4804 0.5252
C -0.2427 2.0921 0.7229
H -0.3547 1.3431 1.5063
O -1.0000 3.2066 1.1394
C -0.7427 4.3481 0.4290
C -1.6302 5.4118 0.5344
C -1.4187 6.5700 -0.1881
C -0.3243 6.6725 -1.0320
C 0.5752 5.6284 -1.1290
C 0.3815 4.4673 -0.3919
O 1.3175 3.4696 -0.4898
H 1.4433 5.6897 -1.7661
H -0.1643 7.5708 -1.6082
H -2.1143 7.3901 -0.0987
H -2.4811 5.3013 1.1875
H -0.6396 1.7020 -0.2258
H 1.5963 2.9072 1.4710
H 1.6720 0.8448 -0.7880
H 3.0634 1.7841 -0.2505
H 2.5912 0.8176 2.1262
H 3.3218 -0.2525 0.9193
H 1.9048 -1.5696 -0.3462
H -0.9829 -2.1771 1.8509
H -2.5495 -4.0038 1.4318
H -3.1454 -6.2760 1.1761
H -4.1283 -5.2007 0.1419

***

Calculated ΔE to the lowest compared entry with this formula, charge and spin (kJ/mol), listed in the same order as above: 137.3; 232.4; 0.0; 0.0; 464.5; 0.0; 1513.0; 208.9